56
Properties=species:S:1:pos:R:3:forces:R:3 method="wB97M-V/def2-TZVPD" smiles="CC(C)CNS(=O)(=O)c1ccc(CCC(=O)N2CCC(C(N)=O)CC2)cc1" total_charge=0 e_tot_ha=-1604.87443 de_lowest_kj_mol=0.00 homo_lumo_gap_ev=9.468 homo_ev=-8.9
C -5.806594 -1.068146 0.911108 0.06 0.21 -0.25
C -5.340979 -0.537256 -0.442813 0.18 -0.13 0.03
C -5.712237 -1.515456 -1.554535 0.08 0.25 0.16
C -3.826194 -0.301501 -0.453198 -0.23 -0.28 -0.47
N -3.444848 0.799844 0.400126 0.60 0.63 0.02
S -1.962417 1.498602 0.140514 -0.42 -0.13 0.11
O -1.866643 1.824480 -1.253997 -0.09 -0.39 -0.05
O -1.862076 2.570789 1.092195 -0.04 -0.32 0.38
C -0.761955 0.228639 0.504864 -0.40 0.52 -0.17
C -0.445960 -0.670497 -0.496698 -0.01 -0.13 -0.15
C 0.460603 -1.682257 -0.238395 -0.14 0.07 0.00
C 1.063052 -1.785720 1.012555 -0.15 -0.07 0.09
C 2.103961 -2.842752 1.247942 0.14 0.06 -0.04
C 3.509686 -2.276700 0.968053 -0.10 -0.13 -0.17
C 3.498294 -1.656901 -0.422618 0.36 0.02 0.26
O 3.323281 -2.357139 -1.406915 -0.14 -0.46 -0.15
N 3.646728 -0.318940 -0.517996 -0.01 0.17 -0.22
C 3.887840 0.571658 0.605295 0.17 0.13 0.61
C 4.042637 2.014862 0.139167 -0.23 -0.03 0.08
C 2.798542 2.479249 -0.621338 0.06 -0.02 0.30
C 1.651937 2.740192 0.361259 0.47 0.36 -0.52
N 0.603982 3.398960 -0.168082 -0.38 0.21 -0.03
O 1.693855 2.407750 1.528174 0.01 -0.07 0.49
C 2.361803 1.414727 -1.653307 0.18 -0.10 -0.10
C 3.416995 0.319998 -1.798197 -0.25 -0.05 -0.43
C 0.732528 -0.865869 2.002986 -0.11 -0.03 -0.11
C -0.187189 0.140186 1.756576 -0.01 0.07 0.17
H -5.293962 -1.997760 1.151932 0.06 -0.13 0.05
H -6.875978 -1.263591 0.889263 -0.10 -0.02 0.08
H -5.612494 -0.346950 1.701093 -0.03 0.04 0.19
H -5.827732 0.423692 -0.632318 0.04 0.00 -0.02
H -6.786501 -1.680866 -1.569119 -0.10 -0.06 -0.03
H -5.219797 -2.472886 -1.397462 0.04 -0.16 -0.01
H -5.410974 -1.128153 -2.524382 0.02 -0.01 -0.15
H -3.505448 -0.007026 -1.454548 -0.08 -0.20 -0.05
H -3.305701 -1.231442 -0.175682 -0.06 0.03 -0.08
H -3.611818 0.657818 1.383397 0.05 0.07 0.27
H -0.898336 -0.552196 -1.468910 0.01 -0.06 -0.16
H 0.725054 -2.382802 -1.015721 0.05 -0.07 -0.07
H 2.060691 -3.203675 2.276940 -0.02 -0.04 -0.04
H 1.929669 -3.679205 0.570292 0.01 -0.01 0.07
H 3.784705 -1.566110 1.741219 0.04 0.01 0.05
H 4.227024 -3.099093 0.966884 0.04 0.09 -0.01
H 4.804440 0.268045 1.124232 -0.12 0.04 0.02
H 3.048407 0.538245 1.307719 0.21 -0.02 -0.03
H 4.171049 2.640176 1.023407 0.08 -0.05 -0.03
H 4.930608 2.120793 -0.485068 0.01 0.03 0.00
H 3.023443 3.423522 -1.125942 -0.05 -0.05 0.02
H 0.502551 3.508340 -1.161974 0.08 -0.02 -0.02
H -0.242182 3.463483 0.386250 0.16 0.04 -0.04
H 1.427058 0.950009 -1.330878 0.02 0.00 -0.09
H 2.187756 1.869534 -2.628937 -0.07 -0.01 -0.03
H 4.352486 0.733474 -2.189550 -0.06 -0.05 -0.05
H 3.073535 -0.457486 -2.483953 0.12 0.17 0.06
H 1.201034 -0.932531 2.973767 0.06 0.00 0.12
H -0.437210 0.873830 2.505298 0.05 0.08 0.13

=====

14
Properties=species:S:1:pos:R:3:forces:R:3 method="wB97M-V/def2-TZVPD" total_charge=0 e_tot_ha=-701.70165 de_lowest_kj_mol=360.50 homo_lumo_gap_ev=8.302 homo_ev=-8.8
C 2.153536 -0.749173 -0.169998 -0.89 2.16 -1.18
C 1.099304 0.143422 -0.184185 1.54 -2.82 0.25
C 0.456743 -1.939995 0.217609 -1.44 -0.41 -0.38
C -1.258103 -0.175915 0.154045 0.69 3.64 -1.07
C -1.354511 1.978748 0.102524 0.89 -3.93 -1.84
N 1.707522 -1.994517 0.031807 1.82 -2.00 0.57
N 0.016765 -0.666288 -0.000506 -1.51 1.08 1.55
S -2.601322 -0.930079 -0.146097 -1.08 -0.59 0.38
H 3.106709 -0.564822 -0.570528 1.28 0.23 0.20
H 0.955435 1.158488 -0.196233 0.18 1.86 -0.37
H -0.193454 -2.751918 0.487483 -0.20 0.00 -0.13
H -1.603625 2.197304 1.089221 -1.21 0.25 1.37
H -2.103036 1.827941 -0.716885 0.73 0.97 1.12
H -0.381966 2.466803 -0.098257 -0.79 -0.45 -0.47

=====

66
Properties=species:S:1:pos:R:3:forces:R:3 method="wB97M-V/def2-TZVPD" smiles="Cc1cc(C(=O)N(C)CCCCCCNC(=O)C[C@H]2CCCC[C@@H]2C)ccc1F" total_charge=0 e_tot_ha=-1296.63972 de_lowest_kj_mol=25.59 homo_lumo_gap_ev=9.662 homo_ev=-9.1
C 1.728864 2.707301 -5.913724 0.00 0.00 0.00
C 2.176452 2.746866 -4.481325 0.00 0.00 0.00
C 3.173775 1.919338 -3.981967 0.00 0.00 0.00
C 3.580735 1.985940 -2.653423 0.00 0.00 0.00
C 4.712604 1.152860 -2.129580 0.01 -0.01 0.00
O 5.618412 1.675812 -1.500523 0.00 0.00 0.00
N 4.718847 -0.185073 -2.416674 0.01 0.01 0.00
C 5.880064 -0.925399 -1.951736 0.00 0.00 0.00
C 3.505637 -0.969903 -2.622564 -0.01 0.00 0.01
C 2.991931 -1.621267 -1.339560 0.00 0.00 0.00
C 2.664394 -0.603368 -0.254887 0.00 0.00 0.00
C 2.089864 -1.234445 1.006303 0.00 0.00 0.00
C 1.768250 -0.201995 2.078243 0.00 0.00 0.00
C 1.155014 -0.801435 3.338917 0.00 0.00 0.00
N -0.124294 -1.450634 3.103293 0.01 0.00 -0.06
C -1.264203 -0.732482 2.919510 0.00 -0.01 0.06
O -1.276424 0.482824 3.004121 0.00 0.00 0.01
C -2.504893 -1.571808 2.651838 -0.01 0.00 0.06
C -3.767106 -0.740604 2.449820 0.01 0.00 -0.06
C -3.721034 -0.046421 1.085449 0.00 0.00 -0.01
C -4.946185 0.823914 0.838150 0.00 0.01 0.01
C -6.222048 0.000850 0.966996 0.00 -0.01 -0.01
C -6.277619 -0.694266 2.321726 0.00 0.00 0.00
C -5.052357 -1.571046 2.595235 0.00 0.00 0.00
C -5.191295 -2.220987 3.969635 0.00 0.00 0.00
C 2.992153 2.907985 -1.799036 0.00 0.00 0.00
C 1.979149 3.732940 -2.261108 -0.01 0.00 0.00
C 1.598710 3.631689 -3.582712 0.00 0.00 0.00
F 0.616872 4.440856 -4.035640 0.00 0.00 0.00
H 0.676644 2.429211 -5.988315 0.00 0.00 0.00
H 1.835418 3.684777 -6.385030 0.00 0.00 0.00
H 2.317702 1.985738 -6.477529 0.00 0.00 0.00
H 3.654721 1.215236 -4.652082 0.00 0.00 0.00
H 6.783871 -0.373788 -2.195381 0.00 0.00 0.00
H 5.866562 -1.078204 -0.868662 0.00 0.00 0.00
H 5.896440 -1.895194 -2.448731 0.00 0.00 0.00
H 2.732155 -0.321491 -3.026393 0.00 0.00 0.00
H 3.718229 -1.734169 -3.374830 0.00 0.00 0.00
H 2.095710 -2.197340 -1.590416 0.00 0.00 0.00
H 3.724683 -2.342128 -0.963875 0.00 0.00 0.00
H 3.566493 -0.039668 0.006994 0.00 0.00 0.00
H 1.950491 0.128907 -0.648816 0.00 0.00 0.00
H 1.181632 -1.789323 0.747530 0.00 0.00 0.00
H 2.801719 -1.968646 1.403043 0.00 0.00 0.00
H 2.681930 0.330619 2.359589 0.00 0.00 0.00
H 1.076905 0.545388 1.681194 0.00 0.00 0.00
H 1.826556 -1.545383 3.772363 0.00 0.00 0.00
H 1.000636 -0.017265 4.080160 0.00 0.00 0.00
H -0.159822 -2.447535 2.986015 0.00 0.00 0.00
H -2.322950 -2.199568 1.771818 0.00 0.00 0.00
H -2.610511 -2.253114 3.498990 0.00 0.00 0.00
H -3.779736 0.036824 3.223188 0.00 0.00 0.00
H -2.809494 0.548241 1.017170 0.00 0.00 0.00
H -3.667324 -0.818579 0.305796 0.00 0.00 0.00
H -4.962459 1.637340 1.571611 0.00 0.00 0.00
H -4.886167 1.290183 -0.147780 0.00 0.00 0.00
H -7.104520 0.629827 0.829575 0.00 0.00 0.00
H -6.245609 -0.753770 0.172381 0.00 0.00 0.00
H -6.342299 0.063135 3.113044 0.00 0.00 0.00
H -7.181994 -1.303772 2.400682 0.00 0.00 0.00
H -5.029446 -2.363387 1.833097 0.00 0.00 0.00
H -5.110082 -1.466989 4.757355 0.00 0.00 0.00
H -6.167757 -2.698858 4.068148 0.00 0.00 0.00
H -4.438388 -2.986241 4.158382 0.00 0.00 0.00
H 3.335786 2.978054 -0.775549 0.00 0.00 0.00
H 1.490004 4.452892 -1.619516 0.00 0.00 0.00